{"formula": "H14IO7", "method": "ωB97M-V with the def2-TZVPD basis set", "charge": -1, "energy_ha": -832.88708, "e_homo_ev": -5.70, "de_lowest_kj_mol": 55.1, "species": ["I", "O", "H", "H", "O", "H", "H", "O", "H", "H", "O", "H", "H", "O", "H", "H", "O", "H", "H", "O", "H", "H"], "positions_angstrom": [[11.343000, 14.574000, 24.646000], [8.787000, 12.216000, 24.957000], [8.097000, 12.466000, 25.564000], [9.369000, 12.990000, 24.792000], [10.522000, 12.367000, 22.188000], [10.929000, 12.921000, 22.839000], [11.184000, 11.641000, 22.127000], [9.613000, 16.222000, 21.679000], [10.178000, 16.087000, 22.448000], [9.945000, 16.980000, 21.186000], [11.612000, 11.020000, 25.375000], [11.993000, 10.982000, 24.476000], [11.213000, 11.878000, 25.431000], [13.218000, 15.807000, 21.872000], [12.717000, 15.876000, 22.692000], [14.132000, 15.681000, 22.114000], [14.373000, 13.219000, 23.197000], [13.809000, 13.114000, 22.472000], [13.823000, 13.634000, 23.880000], [7.869000, 15.597000, 24.375000], [8.735000, 15.522000, 24.746000], [7.621000, 14.833000, 23.855000]], "atomic_forces_ev_per_a": [[0.2, 0.5, 0.3], [0.4, -0.1, -0.5], [-0.1, 0.5, 0.3], [-0.6, -0.4, 0.3], [0.6, -1.8, -1.0], [0.2, 1.1, 0.8], [-0.9, 0.6, -0.1], [-0.3, 0.1, -0.4], [0.1, 0.0, 0.0], [0.2, -0.2, 0.3], [0.9, -1.2, -0.6], [-0.3, 0.2, 0.8], [-0.4, 0.8, 0.0], [-0.3, 0.4, -0.7], [0.0, -0.2, 0.2], [0.3, -0.2, 0.3], [1.5, 0.2, 1.8], [-1.4, -0.1, -1.7], [-0.1, -0.1, -0.1], [-1.7, 0.9, 0.1], [1.0, -0.6, 0.0], [0.6, -0.3, 0.0]]}